[1]
7
Properties=species:S:1:pos:R:3:forces:R:3:mulliken_charge:R:1 method="wB97M-V/def2-TZVPD" homo_energy_ev="-6.290 / -10.605" gap_ev="6.98 / 7.94" spin_multiplicity=3 total_energy_ev=-6112.8408 e_above_lowest_kcal_mol=103.0 lumo_ev="0.6904 / -2.6654" s_squared=2.024
C 0.0322 0.1115 -0.3239 -2.0 -2.0 3.0 0.037
C -1.1735 -0.6646 -2.8982 -1.8 1.2 -4.4 -0.164
C -0.9449 -0.0984 0.5133 -1.3 5.7 5.9 -0.443
N -0.9570 -1.0334 -1.8385 2.0 -2.1 0.7 0.331
N -0.3241 -1.1764 -0.7333 2.2 -2.8 -3.9 -0.488
H 0.5128 1.0313 -0.4987 0.9 0.6 -1.3 0.380
H -1.8477 -0.3957 0.9881 0.0 -0.5 0.1 0.348

[2]
26
Properties=species:S:1:pos:R:3:forces:R:3:mulliken_charge:R:1 method="wB97M-V/def2-TZVPD" homo_energy_ev=-13.203 gap_ev=9.33 total_energy_ev=-188176.5563 lumo_ev=-3.8762 charge=+1
C 2.3625 -0.0359 1.9982 0.1 0.0 0.0 -1.336
C 1.1807 0.6389 1.2969 0.2 0.1 0.0 0.129
Br 0.3714 -0.5342 -0.0273 0.2 -0.1 -0.1 -0.076
C 0.1186 1.1653 2.2565 0.0 0.0 0.1 -0.581
Br -0.3956 -0.0301 3.6741 0.0 0.0 -0.2 0.060
S -1.3398 1.7654 1.3060 0.1 0.0 0.0 0.173
C -2.4941 0.3862 1.1264 -0.3 -0.1 0.1 -0.581
C -3.7051 0.6013 2.0239 0.3 -0.3 -0.5 0.592
O -3.9010 1.5151 2.7367 -0.1 0.4 0.4 -0.430
F -4.5472 -0.4038 1.8742 0.0 0.0 0.0 -0.196
H 3.2849 0.2030 1.4660 -0.1 -0.1 0.0 0.359
H 2.4657 0.3114 3.0302 0.0 0.0 -0.1 0.402
H 2.2482 -1.1207 2.0118 -0.1 0.1 0.1 0.398
H 1.5354 1.4956 0.7168 -0.1 -0.1 0.1 0.378
H 0.4748 2.0851 2.7329 0.0 -0.1 0.0 0.538
H -1.9904 2.3215 2.3560 -0.1 0.1 0.0 0.285
H -2.7914 0.3538 0.0740 0.0 0.0 0.1 0.496
H -1.9905 -0.5531 1.3657 -0.1 0.1 0.0 0.379
Cl -0.3158 -2.2384 -2.8369 -0.1 0.0 0.0 -0.200
C 0.4055 -1.0580 -3.9706 0.0 0.0 0.0 -0.462
C 1.8411 -1.3938 -4.2853 0.0 0.0 0.0 -0.410
Cl 2.8930 -1.1635 -2.8620 0.0 0.0 0.0 -0.170
H 0.3302 -0.0754 -3.5107 0.0 0.0 0.0 0.278
H -0.1967 -1.0811 -4.8765 0.0 0.0 0.0 0.355
H 2.2074 -0.7296 -5.0658 0.0 0.0 0.0 0.303
H 1.9481 -2.4249 -4.6112 0.0 0.0 0.0 0.318

[3]
10
Properties=species:S:1:pos:R:3:forces:R:3:mulliken_charge:R:1 method="wB97M-V/def2-TZVPD" smiles=Oc1cnnn1S homo_energy_ev=-9.262 gap_ev=9.44 total_energy_ev=-19473.0832 e_above_lowest_kcal_mol=46.2 lumo_ev=0.1764
C -0.0775 -0.2178 -0.6374 -2.2 -0.3 0.7 0.790
C -1.4053 -0.6044 -0.4889 -1.3 -0.8 -0.3 -0.635
H 1.6701 0.1773 -1.5242 -2.6 -0.9 0.1 0.321
H -2.0796 -1.1271 -1.2608 1.3 1.0 1.6 0.333
H 2.1336 0.3287 1.9458 -0.7 0.8 -1.5 0.188
N -1.8657 -0.2491 0.8104 2.2 1.2 -1.8 -0.293
N -0.8937 0.4422 1.3919 -1.3 -2.5 -0.7 -0.343
N 0.1880 0.2956 0.5859 1.1 1.5 0.1 0.360
O 0.7170 -0.1817 -1.7066 2.3 0.4 0.2 -0.495
S 1.6130 1.1363 0.8840 1.1 -0.5 1.6 -0.225

[4]
16
Properties=species:S:1:pos:R:3:forces:R:3:mulliken_charge:R:1 method="wB97M-V/def2-TZVPD" homo_energy_ev=-10.689 gap_ev=7.40 total_energy_ev=-7734.3784 e_above_lowest_kcal_mol=89.6 lumo_ev=-3.2926 charge=+1
C -0.7932 1.0124 0.0357 1.4 -1.3 2.9 -0.695
C -0.9746 -0.0624 1.2236 0.4 0.7 -0.1 -0.731
C 0.5526 0.7675 -0.5865 -2.5 -1.0 -2.3 0.721
N -0.7874 -1.5685 0.9171 -1.8 1.4 -0.9 -0.268
N 1.5368 1.5371 -0.2499 4.1 -1.5 -3.1 -0.393
N 0.6505 -0.1511 -1.6081 1.0 0.9 0.9 -0.475
H -1.5628 1.0476 -0.7132 -0.5 -0.1 -0.2 0.371
H -0.7694 1.9620 0.6586 -0.1 -1.0 -1.2 0.232
H -0.4043 0.1174 2.1781 -0.3 0.2 -1.4 0.157
H -1.7225 -1.9181 0.6235 0.9 0.1 0.1 0.363
H -0.6443 -1.9429 1.8461 0.6 -0.6 -0.1 0.371
H 2.5176 1.3172 -0.6513 -2.1 0.6 1.2 0.274
H 1.4938 1.8086 0.6625 0.2 1.6 2.8 0.275
H 1.5674 -0.3247 -2.1369 -2.2 0.3 1.1 0.244
H -0.2555 -0.4844 -1.9422 0.8 0.1 -0.4 0.272
H -0.1080 -1.8196 0.1817 0.2 -0.3 0.7 0.281

[5]
16
Properties=species:S:1:pos:R:3:forces:R:3:mulliken_charge:R:1 method="wB97M-V/def2-TZVPD" smiles="CN(C=S)N(C)C=S" homo_energy_ev=-8.801 gap_ev=8.88 total_energy_ev=-28925.3980 e_above_lowest_kcal_mol=67.1 lumo_ev=0.0794
C 1.3322 0.6287 1.1577 2.7 -1.3 3.4 -0.741
C 1.3571 -0.8924 -0.7556 2.1 1.2 3.8 -0.121
C -1.3350 1.0306 -0.9618 2.7 0.4 -1.2 -0.980
C -1.3816 -1.0509 0.3538 -1.7 0.5 -0.5 -0.140
H 2.5806 0.5916 1.1229 -3.8 0.3 -0.5 0.241
H 0.9844 1.6153 1.5471 -0.1 -0.8 -1.0 0.298
H 1.1426 -0.1747 1.9875 0.4 1.6 -0.8 0.304
H 0.6068 -1.2516 -1.3740 -0.5 -1.4 -2.0 0.448
H -2.2989 1.3793 -0.7433 -1.3 -0.2 1.2 0.364
H -1.3720 0.6101 -1.9512 -0.3 -0.2 -0.6 0.349
H -0.7054 1.9250 -1.0816 0.1 -0.4 0.4 0.354
H -0.7958 -1.7502 0.9582 0.1 0.2 -0.3 0.317
N 0.7078 0.0375 0.0176 0.9 0.3 -1.6 -0.040
N -0.6519 0.0352 -0.1191 -3.3 -0.7 1.2 -0.022
S 2.8961 -1.3552 -0.2767 -1.2 -0.4 -1.7 -0.363
S -3.0670 -1.3784 0.1183 3.2 0.9 0.3 -0.266

[6]
38
Properties=species:S:1:pos:R:3:forces:R:3:mulliken_charge:R:1 method="wB97M-V/def2-TZVPD" smiles=CCc1c[nH]c2ccccc12.Cc1ccc(O)cc1 homo_energy_ev=-7.595 gap_ev=8.28 total_energy_ev=-21470.2913 e_above_lowest_kcal_mol=137.1 lumo_ev=0.6861
C 1.5246 -3.9098 0.0968 1.3 -3.0 -0.8 -0.514
C 0.5489 -4.3517 -0.9356 -5.1 -1.7 3.0 -1.143
C 1.7779 -2.4927 0.1308 0.6 -0.4 1.1 0.858
C 1.9529 -1.9564 1.3889 -1.0 5.2 -3.8 -1.148
C 1.7105 -1.5326 -1.0061 -0.7 -3.7 0.4 0.936
C 1.7240 -0.3428 -0.3511 0.9 1.7 2.1 -0.239
C 1.5874 -1.7355 -2.4518 1.2 8.9 3.4 -0.613
C 1.8681 0.8242 -1.1107 -1.6 -2.0 -1.2 -0.818
C 1.6109 -0.4815 -3.1801 0.0 -0.7 -0.3 -0.612
C 1.6925 0.7604 -2.4982 1.3 0.1 0.6 -0.458
N 1.7558 -0.5098 1.1128 1.1 0.7 -1.7 -0.027
H 1.2608 -4.2850 1.0647 -1.0 0.2 0.7 0.400
H 2.3860 -4.5861 0.0031 0.7 0.5 -0.7 0.288
H -0.5451 -3.8437 -0.6341 2.7 -1.2 -1.1 0.181
H 2.2200 -2.1995 2.3880 -0.3 -0.8 0.3 0.411
H 1.9574 0.3559 1.6926 -0.2 -2.1 -0.9 0.238
H 1.3567 -2.5193 -2.9646 -0.8 -5.1 -2.4 0.560
H 1.9122 1.7133 -0.6146 0.3 2.6 1.0 0.449
H 1.6235 -0.3785 -4.3315 -0.3 -0.7 2.0 0.244
H 1.8052 1.7191 -3.0441 -0.3 -0.9 0.2 0.348
H 0.3404 -5.4874 -0.9157 0.4 1.6 0.4 0.327
H 0.7191 -4.2127 -1.9342 0.8 1.0 -2.3 0.336
C -3.5675 1.7300 -1.3551 -6.1 -0.5 0.1 -1.522
C -1.6764 3.3553 1.4661 -0.9 1.2 0.2 -0.783
C -2.5849 3.1354 0.4155 1.6 1.9 -1.3 -0.204
C -1.2808 2.2410 2.2095 -1.1 -1.6 0.3 0.803
C -2.9402 1.8751 -0.1081 2.9 0.7 3.5 0.594
C -1.8831 1.0173 1.9917 -1.9 -0.3 -4.7 -0.569
C -2.5599 0.8367 0.7288 -0.2 0.5 2.2 -0.330
O -0.4182 2.0919 3.2211 0.3 -1.4 0.2 -0.487
H -1.5129 4.4873 1.6624 0.4 -2.4 0.1 0.221
H -2.6651 4.1339 -0.1333 -0.8 -1.7 0.2 0.189
H -0.1533 2.9109 3.4992 1.4 3.3 1.4 0.292
H -1.8695 0.0947 2.5330 0.9 0.2 0.9 0.394
H -4.6259 2.1471 -1.1478 1.2 0.3 -0.6 0.312
H -4.0037 0.8007 -1.6981 1.2 -1.0 0.1 0.384
H -2.9754 -0.1294 0.5552 0.0 -0.8 -0.4 0.377
H -3.2044 2.2777 -2.1252 1.4 1.6 -2.4 0.329

[7]
47
Properties=species:S:1:pos:R:3:forces:R:3:mulliken_charge:R:1 method="wB97M-V/def2-TZVPD" homo_energy_ev=-16.512 gap_ev=6.99 total_energy_ev=-40118.9496 e_above_lowest_kcal_mol=17.0 lumo_ev=-9.5262 charge=+2
W -0.5701 -0.4446 1.0993 -0.6 0.4 -0.7 1.840
O 2.5730 1.2747 -0.2565 0.0 0.0 0.0 -0.501
C 2.1769 0.5814 0.6275 0.0 -0.1 0.1 0.072
O 1.3851 -0.5071 0.4528 0.3 0.0 0.0 -0.595
C 2.3599 0.7338 2.1314 0.1 0.2 0.0 0.599
C 3.5218 0.5667 2.8695 -0.1 -0.1 0.0 -0.429
C 3.4088 0.1739 4.2027 0.0 -0.2 -0.1 -0.362
C 2.2237 -0.2710 4.7584 0.1 0.0 -0.1 -0.534
C 1.0864 -0.0922 3.9797 -0.2 -0.2 0.0 0.282
C 1.1534 0.6162 2.7944 0.0 0.0 -0.1 0.098
O -0.0077 0.9999 2.1374 0.2 -0.7 0.2 -0.573
N -0.0273 -1.0128 4.1022 0.2 0.2 0.1 1.076
O -0.5994 -1.3875 2.9976 0.0 0.1 0.3 -0.621
O -0.3216 -1.5235 5.1212 -0.1 0.0 -0.1 -0.449
N 4.6502 0.0199 5.0055 0.0 0.7 0.2 0.994
O 4.4981 -0.2793 6.1650 0.0 -0.3 0.0 -0.559
O 5.6831 0.3030 4.4506 0.0 -0.2 -0.1 -0.556
H 4.5060 0.6546 2.4267 0.0 0.0 0.0 0.602
H 2.2105 -0.7900 5.7086 0.0 0.0 0.0 0.598
C -1.0286 2.3531 -0.3347 -0.1 0.0 -0.1 -0.664
O -0.4671 0.9948 -0.4192 -0.1 0.4 -0.2 -0.229
H -1.2164 2.6979 -1.3473 0.0 0.0 0.0 0.311
H -0.3199 2.9981 0.1779 0.0 0.0 0.0 0.300
H -1.9574 2.2874 0.2218 0.0 0.0 0.0 0.331
H 0.4279 1.0373 -0.8143 0.0 0.1 0.0 0.317
C -3.3340 -2.7154 1.3991 -0.1 0.0 0.0 -1.678
C -2.8239 -1.7421 0.3173 0.1 -0.2 -0.2 1.913
C -3.8902 -1.5735 -0.7732 0.0 0.2 0.1 -1.725
C -2.4780 -0.4487 1.0641 -0.1 -0.1 0.5 -0.583
C -1.4733 -2.1814 -0.2736 -0.1 -0.3 -0.2 -0.775
C -1.0358 -1.6137 -1.4799 0.1 -0.2 -0.1 0.088
C 0.1888 -1.9836 -2.0415 0.0 0.0 0.0 -0.793
C 1.0268 -2.8745 -1.3858 0.0 0.0 0.0 -0.595
C 0.6423 -3.3967 -0.1614 0.0 0.0 0.0 -0.963
C -0.5924 -3.0497 0.4057 0.1 0.1 0.2 0.245
H -4.3152 -2.3892 1.7407 0.0 0.0 0.0 0.479
H -2.6854 -2.7764 2.2709 0.0 0.0 0.0 0.310
H -3.4452 -3.7085 0.9610 0.0 0.0 0.0 0.442
H -4.8636 -1.4344 -0.3049 0.0 0.0 0.0 0.467
H -3.9296 -2.4706 -1.3913 0.0 0.0 0.0 0.410
H -3.7130 -0.7143 -1.4186 0.0 0.0 0.0 0.404
H -3.3357 0.1471 1.3763 0.0 0.0 0.0 0.645
H -1.6953 -0.9551 -2.0263 0.1 0.1 0.0 0.348
H 0.4735 -1.5791 -3.0045 0.0 0.0 0.0 0.506
H 1.9703 -3.1620 -1.8289 0.0 0.0 0.0 0.504
H 1.2767 -4.1064 0.3533 0.0 0.0 0.0 0.521
H -0.9191 -3.5590 1.3030 0.0 0.1 0.1 0.484